# 1
A single C7H9NO2S molecule at a distorted geometry. Source: the OMol25 dataset; level of theory: ωB97M-V/def2-TZVPD.

Summary:
relative energy (zero: lowest compared OMol25 entry of this formula, charge and spin) = 438.77 kJ/mol
net charge = 0
E_HOMO (alpha / beta) = -9.0 / -9.0 eV
LUMO level (alpha / beta) = 0.11 / 0.11 eV

```
20
Properties=species:S:1:pos:R:3:forces:R:3:lowdin_charge:R:1
C 1.419 -0.594 -2.661 0.00 -0.01 0.01 -0.08
C 1.844 -0.924 -1.384 0.04 -0.01 -0.02 -0.07
C 0.114 -0.178 -2.875 -0.09 -0.03 0.01 -0.07
C 0.979 -0.814 -0.307 -0.07 -0.03 0.12 -0.08
C -0.762 -0.085 -1.810 -0.01 -0.01 0.07 -0.09
C -0.313 -0.384 -0.534 -0.40 -0.03 0.04 -0.40
C -0.938 -0.131 3.367 -0.35 0.02 0.33 -0.21
N -0.476 -0.128 2.005 0.21 0.01 -0.56 -0.42
O -0.168 2.304 0.409 0.67 0.05 0.02 -0.12
O -1.467 1.844 0.240 -0.93 -1.56 0.80 -0.39
S -1.451 -0.044 0.822 1.18 1.63 -0.75 1.13
H 2.108 -0.653 -3.489 0.06 -0.03 -0.09 0.10
H 2.860 -1.251 -1.224 0.08 -0.02 0.03 0.10
H -0.222 0.093 -3.864 -0.01 -0.02 -0.11 0.11
H 1.301 -1.023 0.701 0.02 -0.02 0.07 0.10
H -1.772 0.267 -1.950 -0.10 0.08 -0.08 0.11
H -0.656 0.806 3.856 -0.05 -0.08 0.03 0.07
H -0.432 -0.946 3.888 -0.07 0.06 0.06 0.07
H -2.019 -0.261 3.470 -0.06 -0.02 0.09 0.06
H 0.049 2.102 1.339 -0.11 0.02 -0.07 0.07
```
Forces are in eV/Å.

***

# 2
A molecular structure, C7H9NO2V at a distorted geometry. Source: the OMol25 dataset; level of theory: ωB97M-V/def2-TZVPD.

Summary:
multiplicity = 2
relative energy (zero: lowest compared OMol25 entry of this formula, charge and spin) = 25.40 kJ/mol
net charge = +2
E_HOMO (alpha / beta) = -17.9 / -18.0 eV
LUMO level (alpha / beta) = -13.04 / -11.72 eV

```
20
Properties=species:S:1:pos:R:3:forces:R:3:lowdin_charge:R:1
V -0.345 -0.180 -1.669 2.47 -4.70 2.93 1.31
C -0.240 0.274 -3.741 0.06 0.27 0.07 0.01
H 0.839 0.223 -3.599 0.70 -0.17 0.03 0.10
H -0.725 -0.685 -3.924 -0.22 -0.56 0.05 0.10
H -0.462 0.958 -4.572 -0.08 0.06 0.43 0.13
H -0.845 0.963 -2.773 -0.37 0.92 -1.68 0.00
H -1.182 1.243 -1.938 -0.76 0.54 1.39 0.14
O 0.938 -3.166 0.947 -0.87 1.95 -2.46 0.21
C 0.573 -2.158 0.342 1.08 -2.08 4.47 -0.48
O 0.343 -2.018 -0.934 -1.60 3.26 -2.76 -0.02
C 0.353 -0.915 1.168 0.15 0.00 0.26 -0.15
C 0.531 -0.880 2.553 -0.07 -0.22 -0.94 0.08
C 0.301 0.311 3.233 -0.16 0.33 -0.49 0.05
C -0.116 1.435 2.500 0.03 -0.42 -0.62 0.03
C -0.282 1.329 1.114 0.04 0.30 0.51 -0.06
N -0.037 0.168 0.462 -0.42 0.37 -1.30 -0.01
H 0.848 -1.798 3.041 -0.05 0.14 -0.04 0.15
H 0.440 0.360 4.310 -0.04 0.07 -0.16 0.15
H -0.313 2.381 2.987 -0.02 -0.02 -0.06 0.14
H -0.618 2.156 0.490 0.12 -0.03 0.38 0.13
```
Forces are in eV/Å.